{"formula": "C7H8O", "method": "ωB97M-V/def2-TZVPD", "homo_lumo_gap_ev": 10.157, "lumo_ev": 0.872, "e_tot_ha": -346.589225, "e_homo_ev": -9.3, "de_lowest_kcal_mol": 116.90, "multiplicity": 1, "symbols": ["C", "C", "C", "C", "C", "C", "C", "H", "H", "H", "H", "H", "H", "H", "H", "O"], "positions_angstrom": [[0.7001, 0.1511, -1.2329], [1.4668, 0.0810, 0.1326], [-0.0053, -1.0983, 0.5918], [-0.6529, -0.6350, -0.7096], [-1.5934, 0.5461, -0.1022], [-0.7498, 1.2552, 0.8092], [0.4011, 0.2546, 1.1914], [1.1764, -0.5016, -1.9650], [0.0235, 0.9809, -1.9217], [2.4363, 0.4365, 0.2873], [-0.6001, -1.8069, 1.0951], [-1.1351, -1.2027, -1.3552], [-2.3308, 0.9889, -0.6242], [-1.2885, 1.9596, 1.4202], [0.7642, 0.0033, 2.2067], [1.3874, -1.4127, 0.1768]], "lowdin_charge": [-0.057, -0.213, -0.244, -0.168, 0.017, 0.016, -0.162, 0.091, 0.173, 0.124, 0.138, 0.074, 0.044, 0.078, 0.154, -0.065]}


{"formula": "C14H32BFN5O3S", "method": "ωB97M-V/def2-TZVPD", "homo_lumo_gap_ev": 1.612, "charge": -1, "lumo_ev": 0.682, "e_tot_ha": -1574.646286, "e_homo_ev": -0.9, "multiplicity": 1, "symbols": ["C", "C", "N", "C", "C", "N", "C", "N", "C", "N", "C", "S", "C", "C", "N", "C", "F", "C", "B", "C", "O", "H", "H", "H", "H", "H", "H", "H", "H", "H", "H", "H", "H", "H", "H", "H", "H", "H", "H", "H", "H", "H", "H", "H", "H", "H", "H", "H", "H", "O", "C", "C", "O", "H", "H", "H", "H"], "positions_angstrom": [[0.5558, 2.2491, 3.4228], [0.3446, 0.8885, 2.4777], [-0.6319, 1.2544, 1.3866], [-0.6503, 0.1985, 0.2604], [-1.0035, -1.3099, 0.7760], [0.1368, -2.1273, 1.3094], [0.3025, -3.4651, 0.6320], [-1.7996, 0.6247, -0.6416], [-1.7642, -0.0346, -1.9959], [-2.9987, -0.1203, -2.6532], [-3.2280, -0.7758, -3.9931], [-4.9063, -1.6773, -3.8381], [-4.6215, -2.7773, -2.3015], [-5.2881, -2.0749, -0.9657], [-0.5879, -0.6590, -2.6943], [0.7429, -0.3607, -2.0684], [1.6404, -1.5718, -1.9630], [0.7233, 0.3623, -0.6062], [1.1696, 1.9571, -0.8753], [2.7971, 2.3469, -0.9926], [0.2294, 3.0793, -1.0341], [0.5082, 1.9909, 4.5740], [1.6423, 2.7069, 3.2484], [-0.2137, 3.0800, 3.0970], [-0.1292, 0.0673, 3.1641], [1.4291, 0.6078, 2.0920], [-1.6000, 1.2256, 1.7830], [-1.5712, -1.9866, -0.0188], [-1.7823, -1.1848, 1.6724], [1.0266, -1.6028, 1.4276], [1.0451, -4.1023, 1.3129], [-0.7232, -4.0750, 0.6067], [0.7739, -3.4348, -0.4380], [-1.9226, 1.6575, -0.6778], [-3.8557, 0.2996, -2.1814], [-3.3655, 0.0656, -4.7991], [-2.4634, -1.6118, -4.2841], [-3.4477, -2.8178, -2.0879], [-4.9653, -3.8829, -2.4735], [-4.8355, -1.0170, -0.7433], [-5.0729, -2.7476, -0.0237], [-6.4506, -1.9071, -1.1575], [-0.4935, -0.3341, -3.7037], [1.3224, 0.3663, -2.8175], [1.6497, -0.0873, -0.0010], [3.2696, 1.5437, -1.7180], [3.2990, 2.3880, 0.0658], [2.8789, 3.3835, -1.5791], [0.0902, 3.5545, -0.1450], [7.0373, 1.1278, 3.1894], [5.7551, 0.8157, 2.9547], [4.9436, 2.1461, 2.5869], [3.6588, 1.8360, 2.3636], [5.1944, 0.3439, 3.7810], [5.5543, 0.1090, 2.1301], [5.4990, 2.6110, 1.7529], [5.1526, 2.8582, 3.4049]], "lowdin_charge": [-0.115, -0.238, -0.038, -0.388, -0.157, -0.143, -0.165, 0.070, -0.218, -0.054, -0.454, 0.721, -0.511, -0.196, 0.074, -0.201, -0.101, -0.073, -0.353, -0.041, -0.018, 0.072, 0.067, 0.062, 0.111, 0.119, 0.114, 0.117, 0.125, 0.094, 0.095, 0.091, 0.071, 0.122, 0.136, 0.099, 0.100, 0.087, 0.081, 0.058, 0.083, 0.082, 0.126, 0.164, 0.159, 0.073, 0.072, 0.078, 0.129, -0.281, -0.477, -0.450, -0.293, 0.075, 0.074, 0.080, 0.084]}


{"formula": "C3H8Cl2OP", "method": "ωB97M-V/def2-TZVPD", "homo_lumo_gap_ev": 9.705, "charge": 1, "lumo_ev": -4.686, "e_tot_ha": -1455.788771, "e_homo_ev": -14.4, "de_lowest_kcal_mol": 57.30, "multiplicity": 1, "symbols": ["C", "C", "C", "O", "P", "Cl", "Cl", "H", "H", "H", "H", "H", "H", "H", "H"], "positions_angstrom": [[0.3200, -1.1906, -0.8745], [-0.1568, 0.0912, -1.3148], [-0.2113, 1.4811, 0.5091], [2.5251, 1.7782, -0.0846], [1.2133, 2.5930, 0.4434], [1.8263, 3.3067, 2.2246], [1.1658, 3.9943, -0.9308], [1.1576, -1.0567, -0.1444], [0.7793, -1.4149, -1.8742], [-0.4645, -1.9830, -0.7579], [0.4234, 0.7822, -1.8695], [-1.2217, 0.2402, -1.3640], [0.1437, 0.7664, 1.2646], [-1.0851, 2.0350, 0.8956], [2.2762, 0.8641, -0.2032]], "lowdin_charge": [-0.115, -0.009, -0.215, -0.257, 0.033, 0.439, 0.489, 0.102, 0.123, 0.120, 0.064, 0.085, 0.041, 0.056, 0.045]}


{"formula": "CH4P2", "method": "ωB97M-V/def2-TZVPD", "homo_lumo_gap_ev": 8.485, "lumo_ev": -0.359, "e_tot_ha": -723.037280, "smiles": "C#[PH]P", "e_homo_ev": -8.8, "de_lowest_kcal_mol": 68.77, "multiplicity": 1, "symbols": ["C", "P", "P", "H", "H", "H", "H"], "positions_angstrom": [[2.2817, -0.0617, -0.1866], [0.7201, -0.6033, -0.0028], [-1.5805, -0.3788, -0.2077], [2.2221, 1.0232, -0.3491], [0.9943, -1.9353, -0.1588], [-1.8105, 0.6228, 0.6683], [-1.6430, 0.5252, -1.2243]], "lowdin_charge": [-0.369, 0.482, 0.527, -0.105, -0.123, -0.211, -0.202]}


{"formula": "C3H5NO", "method": "ωB97M-V/def2-TZVPD", "homo_lumo_gap_ev": 9.559, "lumo_ev": 0.654, "e_tot_ha": -247.224705, "smiles": "C=CNC=O", "e_homo_ev": -8.9, "de_lowest_kcal_mol": 51.79, "multiplicity": 1, "symbols": ["C", "C", "C", "H", "H", "H", "H", "H", "N", "O"], "positions_angstrom": [[-1.1318, -0.9554, -0.1639], [-0.8627, 0.4230, 0.0693], [1.4346, 0.1058, -0.0746], [-2.2543, -1.2541, 0.2595], [-0.3102, -1.6884, -0.4147], [-1.7407, 1.0676, 0.1293], [0.5688, 1.8351, 0.3377], [2.4655, 0.6096, 0.1486], [0.3569, 0.9245, -0.2999], [1.4739, -1.0677, 0.0087]], "lowdin_charge": [0.013, -0.240, -0.399, 0.101, 0.052, 0.096, 0.200, 0.151, -0.012, 0.039]}


{"formula": "CH11N3O3", "method": "ωB97M-V/def2-TZVPD", "homo_lumo_gap_ev": 9.925, "lumo_ev": 0.788, "e_tot_ha": -434.691690, "smiles": "N=C(N)N.O.O.O", "e_homo_ev": -9.1, "de_lowest_kcal_mol": 18.24, "multiplicity": 1, "symbols": ["N", "C", "N", "N", "H", "H", "H", "H", "H", "H", "H", "O", "H", "H", "O", "H", "H", "O"], "positions_angstrom": [[-0.5994, -0.1075, -1.4223], [0.2846, 0.5075, -0.5616], [-0.2695, 1.3740, 0.3657], [1.5464, 0.3729, -0.6827], [-1.4929, -0.4671, -1.1394], [-0.2084, -0.6549, -2.1655], [0.4685, 1.9565, 0.7518], [-0.9761, 1.9040, -0.1200], [1.9840, -0.2656, -1.3271], [-2.0438, -3.2259, 0.1720], [-1.8033, -4.6472, -0.2239], [-1.8767, -3.7677, -0.6047], [2.7179, 3.7199, 0.8816], [2.6333, 2.5136, -0.0786], [2.1878, 2.9619, 0.6552], [-0.8025, -0.6617, 2.6708], [-0.4645, -0.4948, 1.2430], [-1.1146, -0.9215, 1.8065]], "lowdin_charge": [0.130, -0.641, 0.107, 0.103, 0.088, 0.091, 0.062, 0.103, 0.038, 0.019, 0.031, -0.065, 0.033, 0.029, -0.071, 0.031, -0.022, -0.067]}